ORCA calculation (ωB97M-V/def2-TZVPD) on C23H46Cl2Ga as an isolated structure in a non-equilibrium geometry.

Output
Gap between HOMO and LUMO, eV: 7.422

```
! RIJCOSX wB97M-V def2-TZVPD def2/J DEFGRID3
* xyz -1 1
C 1.88762 -0.41470 4.64722
C 0.77166 -1.48209 4.71606
C 0.72152 -2.35952 3.46299
C 0.29808 -1.56794 2.21167
C 1.24337 -1.71040 1.00234
C 0.80988 -2.77790 -0.02598
C 0.58443 -2.25374 -1.46075
C 1.84953 -2.38401 -2.34272
C 2.74652 -1.13596 -2.20626
C 2.29777 0.04548 -3.09251
C 1.96916 1.36627 -2.36536
C 2.82820 1.67259 -1.13296
C 3.30969 3.11778 -0.94321
C 2.36769 4.01231 -0.15498
C 1.01501 4.30789 -0.81855
C -0.15651 4.37789 0.16545
C -0.63413 3.01442 0.65271
C -1.17718 2.13398 -0.49825
C -2.60913 1.59413 -0.27388
C -2.88207 0.21875 -0.89621
Ga -4.59974 -0.56842 -0.09785
C -5.35550 -2.00301 -1.35662
Cl -6.55896 -1.43010 -2.52374
C -4.99976 -3.30509 -1.40647
C -3.98383 -3.93657 -0.50134
Cl -5.66117 -4.47219 -2.55533
H 2.34792 -0.41146 3.66026
H 1.50223 0.58449 4.84680
H 2.66253 -0.60839 5.38774
H 0.94949 -2.11394 5.58861
H -0.19573 -1.00359 4.86632
H 0.02941 -3.17991 3.66208
H 1.70832 -2.80590 3.31906
H 0.19994 -0.51690 2.48361
H -0.69838 -1.88648 1.90758
H 2.23532 -1.95149 1.38784
H 1.29669 -0.74059 0.50859
H 1.54934 -3.57825 -0.08006
H -0.11977 -3.23311 0.31960
H 0.30597 -1.19695 -1.40857
H -0.25074 -2.76869 -1.93399
H 1.56933 -2.53800 -3.38443
H 2.40804 -3.25905 -2.00547
H 2.71747 -0.87066 -1.15496
H 3.76542 -1.40722 -2.48743
H 3.04291 0.23206 -3.86611
H 1.38906 -0.24784 -3.62431
H 0.91202 1.39031 -2.09590
H 2.09881 2.17977 -3.08650
H 2.22374 1.42958 -0.25093
H 3.69733 1.01904 -1.08470
H 3.53449 3.58289 -1.90710
H 4.25344 3.06066 -0.39393
H 2.86519 4.97877 -0.02622
H 2.22735 3.61179 0.85172
H 0.75481 3.57187 -1.58116
H 1.08031 5.27469 -1.32052
H 0.17640 4.97511 1.02262
H -0.99853 4.89790 -0.29565
H -1.41046 3.15499 1.40466
H 0.19301 2.49974 1.15091
H -1.16168 2.70376 -1.42957
H -0.52890 1.26406 -0.62048
H -2.79190 1.53964 0.80272
H -3.32645 2.28528 -0.71896
H -3.03179 0.32625 -1.97683
H -2.02171 -0.44469 -0.76232
H -5.63132 0.64745 0.09566
H -4.22905 -1.19869 1.34445
H -3.63197 -3.22369 0.23804
H -4.42777 -4.78384 0.02849
H -3.15864 -4.33723 -1.09438
*
```

Quick look at the Löwdin charges, all values in e:
1. C -0.106
2. C -0.265
3. C -0.223
4. C -0.196
5. C -0.195
6. C -0.183
7. C -0.191
8. C -0.203
9. C -0.205
10. C -0.187
11. C -0.200
12. C -0.201
13. C -0.215
14. C -0.215
15. C -0.205
16. C -0.224
17. C -0.203
18. C -0.211
19. C -0.322
20. C -0.325
21. Ga 0.296
22. C -0.753
23. Cl 0.466
24. C -0.846
25. C -0.172
26. Cl 0.540
27. H 0.062
28. H 0.064
29. H 0.060
30. H 0.093
31. H 0.102
32. H 0.103
33. H 0.103
34. H 0.100
35. H 0.106
36. H 0.100
37. H 0.080
38. H 0.098
39. H 0.100
40. H 0.093
41. H 0.104
42. H 0.100
43. H 0.095
44. H 0.076
45. H 0.103
46. H 0.100
47. H 0.105
48. H 0.077
49. H 0.105
50. H 0.101
51. H 0.101
52. H 0.110
53. H 0.101
54. H 0.104
55. H 0.105
56. H 0.082
57. H 0.106
58. H 0.106
59. H 0.110
60. H 0.101
61. H 0.094
62. H 0.103
63. H 0.074
64. H 0.079
65. H 0.096
66. H 0.040
67. H 0.018
68. H -0.082
69. H -0.087
70. H 0.022
71. H 0.066
72. H 0.064


ORCA calculation (ωB97M-V/def2-TZVPD) on a 2-piece molecular cluster, C23H46FN2O4P2 overall in a non-equilibrium geometry.

Output
Gap between HOMO and LUMO, eV: 6.363

```
! RIJCOSX wB97M-V def2-TZVPD def2/J DEFGRID3
* xyz 1 1
C 4.74486 1.02620 2.27126
C 4.26646 2.38671 1.63084
C 5.01162 2.76309 0.30192
C 4.73575 1.72111 -0.87551
C 3.18662 1.81506 -1.22208
C 2.48857 0.44134 -0.85389
C 1.33069 0.14527 -1.90868
C 1.60332 -1.25966 -2.59187
C 0.44353 -2.25542 -2.17625
C 0.86513 -3.36969 -1.15409
C 1.48817 -2.83958 0.20180
C 0.95415 -3.76595 1.38832
C 0.01583 -2.99757 2.40016
C -1.47571 -2.87966 1.93762
C -1.69002 -1.84403 0.74103
C -2.87760 -0.85400 1.02062
C -2.40435 0.51304 1.66962
C -1.43564 1.19363 0.62323
C -1.46121 2.73119 0.63294
N -0.38799 3.39140 1.09454
N -0.44873 4.66742 1.07425
F 0.65316 5.26685 1.59321
C -1.37244 5.53688 0.64683
C -2.61239 4.94268 0.11493
C -2.61378 3.49480 0.14325
P -4.15305 2.62069 -0.48514
P -5.65294 2.62709 1.09718
O -5.06525 2.65769 2.46204
O -6.57635 1.26964 0.85275
O -6.57180 4.01496 0.95375
H 5.77250 1.09874 2.70771
H 4.79518 0.21617 1.49570
H 3.97481 0.70377 3.00976
H 4.48149 3.17674 2.40425
H 3.15188 2.41068 1.48004
H 6.12776 2.77651 0.42432
H 4.60767 3.74240 -0.06023
H 5.38540 1.95396 -1.75095
H 5.01987 0.69213 -0.53661
H 3.05980 2.12297 -2.28590
H 2.68314 2.60089 -0.59652
H 3.19572 -0.40624 -0.71979
H 1.98603 0.58563 0.14673
H 0.36322 0.15734 -1.33918
H 1.28735 0.94776 -2.68068
H 1.56883 -1.15706 -3.70872
H 2.57738 -1.72469 -2.31608
H 0.13107 -2.79664 -3.11460
H -0.48484 -1.74677 -1.81145
H -0.04354 -4.00387 -0.97311
H 1.62287 -4.07268 -1.59653
H 2.59814 -2.99233 0.13519
H 1.32486 -1.75384 0.39333
H 0.46585 -4.69900 1.00297
H 1.86332 -4.12418 1.94415
H 0.45781 -2.01098 2.70595
H 0.00814 -3.62327 3.33461
H -2.11075 -2.50746 2.78325
H -1.87986 -3.88889 1.65798
H -0.71824 -1.35454 0.50407
H -1.95595 -2.47481 -0.15069
H -3.62996 -1.38260 1.65882
H -3.37943 -0.65555 0.03240
H -1.86313 0.27005 2.61796
H -3.32070 1.10335 1.91256
H -0.39034 0.90118 0.91255
H -1.62963 0.78004 -0.39328
H -1.22829 6.63890 0.70455
H -3.43652 5.57110 -0.26875
H -4.69410 3.50294 -1.48132
H -6.72386 1.23719 -0.11760
H -7.07943 4.02186 1.79499
C -1.75222 -5.37628 -3.67762
O -0.47957 -5.89844 -4.03484
H -1.78877 -5.25241 -2.59629
H -1.90002 -4.40465 -4.15763
H -2.54043 -6.06708 -3.98727
H -0.46915 -5.99927 -4.99273
*
```

Quick look at the Löwdin charges, all values in e:
1. C -0.109
2. C -0.263
3. C -0.216
4. C -0.192
5. C -0.197
6. C -0.203
7. C -0.183
8. C -0.169
9. C -0.210
10. C -0.204
11. C -0.188
12. C -0.190
13. C -0.213
14. C -0.186
15. C -0.199
16. C -0.203
17. C -0.161
18. C -0.156
19. C -0.173
20. N 0.232
21. N -0.105
22. F 0.120
23. C 0.087
24. C 0.039
25. C -0.309
26. P 0.896
27. P 0.331
28. O -0.325
29. O -0.169
30. O -0.206
31. H 0.081
32. H 0.057
33. H 0.069
34. H 0.104
35. H 0.081
36. H 0.113
37. H 0.103
38. H 0.105
39. H 0.088
40. H 0.102
41. H 0.087
42. H 0.093
43. H 0.088
44. H 0.066
45. H 0.097
46. H 0.106
47. H 0.108
48. H 0.099
49. H 0.083
50. H 0.092
51. H 0.122
52. H 0.108
53. H 0.079
54. H 0.110
55. H 0.106
56. H 0.112
57. H 0.108
58. H 0.102
59. H 0.117
60. H 0.073
61. H 0.108
62. H 0.117
63. H 0.100
64. H 0.128
65. H 0.068
66. H 0.115
67. H 0.113
68. H 0.168
69. H 0.131
70. H -0.044
71. H 0.076
72. H 0.088
73. C -0.169
74. O -0.128
75. H 0.068
76. H 0.071
77. H 0.077
78. H 0.076


ORCA calculation (ωB97M-V/def2-TZVPD) on a 2-piece molecular cluster, C23H46FO7SSi2 overall in a non-equilibrium geometry.

Output
Gap between HOMO and LUMO, eV: 6.431

```
! RIJCOSX wB97M-V def2-TZVPD def2/J DEFGRID3
* xyz -1 1
C 1.56759 2.38606 -1.02954
C 0.89402 1.66335 -0.05508
C 0.26383 0.23251 -0.27148
C -0.59439 -0.30618 0.97050
C 0.44394 -0.34782 2.15402
C 1.69024 -1.34200 1.91310
C 3.05131 -0.62742 1.55064
C 3.96773 -1.71233 0.78619
C 3.63116 -1.83774 -0.75823
C 3.91728 -0.51113 -1.59800
C 3.82275 -0.73708 -3.17816
C 3.29628 0.54150 -3.97630
C 1.73821 0.40142 -4.37163
C -1.88643 0.62679 0.98162
Si -2.68857 1.22713 2.60660
C -3.16224 3.09095 2.31655
C -1.59815 1.25713 4.16375
C -4.27700 0.22924 3.11083
C -2.77125 -0.21420 -0.08232
Si -4.49118 0.26142 -0.67522
C -4.36929 0.70435 -2.56155
C -5.59020 -1.33627 -0.63036
C -5.48955 1.62715 0.14744
O -2.75657 -1.52228 0.60319
C -1.33740 -1.74325 0.79843
O -0.76222 -2.58364 -0.21149
S -1.41978 -2.91312 2.24197
O -1.95446 -2.26258 3.48585
O -0.20905 -3.73690 2.45181
F -2.62496 -4.00322 1.80437
H 1.45944 2.15270 -2.12474
H 2.20977 3.26894 -0.75601
H 0.75572 2.15944 0.94993
H 1.12743 -0.46167 -0.55183
H -0.34451 0.31267 -1.23868
H -0.00404 -0.68979 3.14816
H 0.91448 0.65782 2.41903
H 1.35478 -2.12895 1.15759
H 1.87114 -1.93256 2.87289
H 3.60090 -0.37558 2.50442
H 2.97139 0.28979 0.90177
H 3.83872 -2.74077 1.25407
H 5.04040 -1.34327 0.86943
H 4.30316 -2.64225 -1.21153
H 2.56466 -2.18735 -0.93944
H 3.10258 0.22909 -1.30021
H 4.95962 -0.12751 -1.39451
H 4.87512 -0.96099 -3.55104
H 3.19421 -1.66580 -3.40165
H 3.88317 0.61460 -4.94616
H 3.51940 1.47675 -3.38657
H 1.15266 1.32802 -4.08078
H 1.24874 -0.48611 -3.85554
H 1.63459 0.25411 -5.49381
H -1.75359 1.60162 0.38895
H -3.15640 3.37145 1.21786
H -4.10281 3.38858 2.86272
H -2.31235 3.70317 2.77912
H -1.58060 0.20335 4.60360
H -2.09689 1.93669 4.92798
H -0.55695 1.64549 3.94182
H -4.44416 -0.60925 2.37369
H -4.13915 -0.18528 4.15496
H -5.16672 0.94071 3.17061
H -2.23888 -0.52000 -1.05375
H -3.93122 1.75053 -2.61338
H -3.71040 -0.06616 -3.07740
H -5.43182 0.66287 -2.97112
H -6.05518 -1.52044 0.38180
H -4.88492 -2.19585 -0.87346
H -6.34367 -1.29503 -1.47002
H -5.94523 1.22152 1.11244
H -6.40191 1.81863 -0.51968
H -5.00622 2.63546 0.27902
H -0.74770 -2.11855 -1.06771
C 7.77070 0.25199 -1.99657
O 7.83244 -0.47962 -0.96685
O 8.75976 1.20553 -2.00518
O 6.97972 0.23573 -2.95828
H 9.12887 0.90374 -1.15351
*
```

Quick look at the Löwdin charges, all values in e:
1. C 0.004
2. C -0.165
3. C -0.128
4. C -0.291
5. C -0.152
6. C -0.191
7. C -0.185
8. C -0.193
9. C -0.216
10. C -0.189
11. C -0.214
12. C -0.234
13. C -0.135
14. C -0.223
15. Si 0.577
16. C -0.207
17. C -0.205
18. C -0.183
19. C -0.305
20. Si 0.554
21. C -0.200
22. C -0.181
23. C -0.196
24. O -0.162
25. C -0.442
26. O 0.017
27. S 0.874
28. O -0.305
29. O -0.272
30. F -0.198
31. H 0.044
32. H 0.074
33. H 0.105
34. H 0.107
35. H 0.125
36. H 0.094
37. H 0.111
38. H 0.098
39. H 0.121
40. H 0.110
41. H 0.090
42. H 0.111
43. H 0.118
44. H 0.120
45. H 0.093
46. H 0.069
47. H 0.109
48. H 0.098
49. H 0.101
50. H 0.101
51. H 0.096
52. H 0.042
53. H 0.058
54. H 0.064
55. H 0.120
56. H 0.020
57. H 0.038
58. H 0.038
59. H 0.039
60. H 0.049
61. H 0.037
62. H 0.025
63. H 0.040
64. H 0.030
65. H 0.118
66. H 0.038
67. H 0.040
68. H 0.040
69. H 0.039
70. H 0.043
71. H 0.034
72. H 0.034
73. H 0.054
74. H 0.024
75. H 0.113
76. C -0.855
77. O -0.103
78. O 0.005
79. O -0.057
80. H 0.079


| no. | LUMO energy (eV) |
| --- | --- |
| 1 | 2.62 |
| 2 | -5.43 |
| 3 | 1.82 |